[1]
Here is an isolated molecule of C25H36N4O6 from OMol25. Energies are from wB97M-V/def2-TZVPD.

The energy above the lowest of the compared OMol25 structures with the same formula, charge and spin is 19.0 kcal per mole. The calculation puts the LUMO energy at 0.7439 eV. The value obtained for the total energy is -1644.6850 Eh. The SMILES is CCOC(CNC(=O)C(=O)NC[C@H](c1ccco1)N1CCN(c2ccc(OC)cc2)CC1)OCC. The value obtained for the orbital gap is 7.9 eV. For the largest force on an atom, the calculation gives 0.84 eV Å⁻¹.

Geometry as ORCA input:
```
! wB97M-V def2-TZVPD RIJCOSX def2/J DEFGRID3
* xyz 0 1
C -4.04306 -1.59109 2.10612
C -3.02095 -0.85146 1.25157
O -3.31437 -0.82526 -0.14494
C -4.43272 -0.12665 -0.60158
C -4.51824 1.34253 -0.12571
N -3.36674 2.09694 -0.53410
C -2.42165 2.55668 0.29202
O -2.43765 2.50335 1.51037
C -1.24033 3.15249 -0.47878
O -1.19892 3.12501 -1.69797
N -0.31346 3.67099 0.33251
C 1.02569 3.97027 -0.09916
C 2.01988 2.96703 0.53328
C 3.34725 2.99177 -0.16368
C 3.70197 2.92217 -1.48041
C 5.11806 2.92664 -1.51137
C 5.51946 2.99476 -0.21489
O 4.45750 3.03276 0.60750
N 1.39066 1.65617 0.59881
C 1.91823 0.76087 1.60697
C 0.87291 -0.34194 1.81966
N 0.59357 -1.07393 0.60710
C 1.30902 -2.22448 0.28768
C 0.83780 -3.06189 -0.73285
C 1.47467 -4.24009 -1.04315
C 2.60582 -4.64977 -0.33685
O 3.15949 -5.84196 -0.72435
C 4.28602 -6.30649 -0.02720
C 3.07358 -3.84225 0.68801
C 2.43683 -2.64820 0.98828
C 0.19017 -0.16927 -0.44822
C 1.22853 0.94313 -0.65310
O -5.66638 -0.71410 -0.29093
C -6.09247 -1.75330 -1.15596
C -5.33597 -3.06498 -0.98262
H -5.02601 -1.13749 2.01231
H -3.72900 -1.54863 3.14602
H -4.10745 -2.63227 1.80179
H -2.88416 0.16674 1.63304
H -2.05827 -1.36878 1.28937
H -4.29082 -0.12616 -1.69915
H -5.42751 1.77108 -0.55555
H -4.58776 1.38661 0.96207
H -3.15261 2.17918 -1.52218
H -0.47484 3.51598 1.32138
H 1.30103 4.98822 0.19006
H 1.03294 3.90128 -1.18829
H 2.19469 3.26893 1.57361
H 3.04643 2.87580 -2.32530
H 5.74228 2.88422 -2.38000
H 6.49088 3.02242 0.23702
H 2.06533 1.31039 2.53950
H 2.88326 0.31989 1.30286
H 1.17734 -1.02947 2.60833
H -0.06155 0.14349 2.12434
H -0.05616 -2.79244 -1.27364
H 1.10349 -4.87737 -1.83034
H 5.13232 -5.61689 -0.11992
H 4.06614 -6.46786 1.03393
H 4.54793 -7.25819 -0.48755
H 3.94270 -4.11937 1.26461
H 2.84809 -2.04828 1.78524
H 0.05545 -0.71148 -1.38147
H -0.76482 0.28516 -0.16771
H 0.86934 1.62529 -1.42213
H 2.17838 0.49417 -0.99415
H -6.00666 -1.41041 -2.19812
H -7.15047 -1.88897 -0.91675
H -4.27008 -2.90544 -1.12327
H -5.68984 -3.78581 -1.71523
H -5.50190 -3.46527 0.01371
*
```

[2]
Here is a cluster of 4 separate species, C39H83IN5O12P in total from OMol25. Energies are from wB97M-V/def2-TZVPD.

The calculation puts the LUMO energy at 0.5051 eV. The value obtained for the total energy is -3351.4114 Eh. The SMILES is CCOP(=O)(CCC[C@@H]1C(=O)N[C@@](C[C@@H]2CO2)([C@@H](I)CC)[C@H]1CC(=O)N(C)C)OCC.COCCNCCOC.COCCNCCOC.COCCNCCOC. The value obtained for the orbital gap is 9.0 eV. For the largest force on an atom, the calculation gives 2.10 eV Å⁻¹.

Geometry as ORCA input:
```
! wB97M-V def2-TZVPD RIJCOSX def2/J DEFGRID3
* xyz 0 1
C 10.57804 3.03746 3.38298
C 9.19922 2.43155 3.20405
O 9.27604 1.47134 2.11435
P 7.94725 0.70982 1.67527
O 6.89584 0.74855 2.71196
C 7.49018 1.39170 0.07530
C 6.43689 2.50202 0.23510
C 5.06370 1.94506 0.60712
C 4.15865 2.91875 1.37299
C 4.74966 3.42199 2.69880
O 5.83300 3.92123 2.86107
N 3.83534 3.21335 3.75985
C 2.52251 2.86126 3.20850
C 1.70824 1.89984 4.07668
C 2.52691 0.80948 4.70919
C 2.08853 0.26352 5.99235
O 3.26366 1.16703 5.84537
C 1.65123 4.16191 3.07144
I 1.84298 5.35055 4.85534
C 1.85058 5.02715 1.83294
C 1.04642 6.33151 1.82052
C 2.89564 2.21098 1.85977
C 1.76263 1.90336 0.85478
C 1.47034 0.42071 0.75240
O 0.56724 -0.09782 1.36263
N 2.29696 -0.31616 -0.16581
C 3.33924 -1.08297 0.54162
C 1.44657 -1.21116 -0.95450
O 8.44058 -0.75290 1.28854
C 8.70078 -1.66801 2.37200
C 7.55466 -2.64354 2.53104
H 10.71711 3.32990 4.42459
H 11.33788 2.29420 3.14470
H 10.72551 3.92287 2.76765
H 8.87207 1.91141 4.10226
H 8.44916 3.18188 2.95396
H 8.36868 1.78451 -0.43572
H 7.09376 0.58494 -0.54759
H 6.75536 3.20058 1.00558
H 6.37944 3.05964 -0.70273
H 5.18413 1.03394 1.19130
H 4.52623 1.67491 -0.31001
H 3.94186 3.75626 0.70686
H 4.25382 2.54115 4.39696
H 0.96569 1.40622 3.44423
H 1.22710 2.44533 4.88912
H 2.99093 0.10453 4.02310
H 2.48995 -0.67643 6.34036
H 1.32638 0.77725 6.56095
H 0.60782 3.84486 3.12254
H 2.90594 5.28226 1.73738
H 1.53338 4.44815 0.96552
H 0.87668 6.65625 0.79349
H 1.57085 7.12849 2.34322
H 0.06842 6.19883 2.28714
H 3.29174 1.23838 2.17976
H 0.83994 2.39084 1.16663
H 2.06786 2.24920 -0.13317
H 3.04898 -2.13469 0.63134
H 4.28406 -1.03158 0.00004
H 3.50139 -0.71125 1.55238
H 0.98916 -1.99615 -0.33901
H 2.05423 -1.69400 -1.72006
H 0.65356 -0.66249 -1.46009
H 9.62506 -2.18731 2.11996
H 8.88294 -1.12056 3.29916
H 7.88409 -3.49686 3.12593
H 7.22555 -3.00058 1.55532
H 6.70983 -2.17694 3.03652
C 3.28530 0.90622 -8.24047
O 2.01160 0.31032 -8.36944
C 2.03852 -1.07831 -8.67296
C 1.46881 -1.88841 -7.53027
N 2.34545 -1.83786 -6.36989
C 1.79194 -2.43264 -5.16084
C 0.56389 -1.77474 -4.54315
O 0.80589 -0.48298 -4.02366
C 0.66738 0.58754 -4.93781
H 3.12725 1.97444 -8.10396
H 3.83992 0.51779 -7.37885
H 3.89001 0.75287 -9.13994
H 3.05912 -1.40151 -8.89875
H 1.42549 -1.23917 -9.56411
H 1.36538 -2.92953 -7.85085
H 0.46044 -1.50234 -7.32242
H 2.58202 -0.87152 -6.18246
H 2.58108 -2.43402 -4.40431
H 1.55115 -3.48024 -5.37079
H 0.25698 -2.38927 -3.69066
H -0.28704 -1.74912 -5.23518
H -0.08707 0.37064 -5.69912
H 1.60976 0.83279 -5.43648
H 0.34966 1.46172 -4.36954
C -4.65452 -2.47207 -3.86604
O -4.22533 -3.11224 -2.68334
C -2.82295 -3.05866 -2.45860
C -2.50260 -2.22738 -1.23688
N -2.79529 -0.82250 -1.47300
C -2.68400 0.02911 -0.29302
C -3.66287 -0.20219 0.84984
O -5.00609 0.10606 0.52816
C -5.74899 -0.94386 -0.06155
H -5.72144 -2.66296 -3.96543
H -4.49149 -1.38903 -3.83367
H -4.14125 -2.87486 -4.74565
H -2.30942 -2.65568 -3.33787
H -2.47077 -4.08190 -2.29727
H -1.43725 -2.33108 -1.00663
H -3.06635 -2.64795 -0.39166
H -3.73021 -0.74223 -1.85254
H -2.80265 1.06341 -0.62702
H -1.66758 -0.06477 0.09946
H -3.38308 0.47292 1.66268
H -3.59424 -1.22213 1.24837
H -5.42184 -1.92380 0.29842
H -5.68318 -0.92446 -1.15359
H -6.79661 -0.80050 0.20451
C -10.03234 -3.35603 4.25502
O -11.07015 -3.67964 3.35351
C -12.20473 -2.82620 3.43015
C -12.36418 -2.02928 2.15495
N -11.29139 -1.05698 2.01334
C -11.25344 -0.37053 0.72839
C -10.96923 -1.20207 -0.51680
O -9.66431 -1.74768 -0.55873
C -9.50556 -3.00389 0.07277
H -9.27358 -4.13089 4.16201
H -9.57571 -2.38547 4.03128
H -10.39300 -3.33977 5.28847
H -12.12249 -2.15601 4.29106
H -13.08847 -3.45480 3.57107
H -13.32098 -1.49908 2.18555
H -12.40701 -2.74509 1.32127
H -10.40634 -1.52493 2.16264
H -10.48383 0.40253 0.79135
H -12.20961 0.14366 0.58466
H -11.04359 -0.53397 -1.37881
H -11.71262 -1.99502 -0.66513
H -10.41624 -3.60565 0.00849
H -9.22471 -2.89740 1.12481
H -8.69850 -3.53112 -0.43619
*
```

[3]
Here is an isolated molecule of C5H11N from OMol25. Energies are from wB97M-V/def2-TZVPD.

The energy above the lowest of the compared OMol25 structures with the same formula, charge and spin is 15.2 kcal per mole. The calculation puts the LUMO energy at 1.1508 eV. The value obtained for the total energy is -251.8384 Eh. The SMILES is CC/C=C(/C)N. The value obtained for the orbital gap is 8.9 eV. For the largest force on an atom, the calculation gives 2.08 eV Å⁻¹.

Geometry as ORCA input:
```
! wB97M-V def2-TZVPD RIJCOSX def2/J DEFGRID3
* xyz 0 1
C -2.38054 -1.24439 -0.58791
C -1.41021 -0.08569 -0.70349
C -0.29440 -0.21104 0.36008
C 0.95187 0.28647 0.29572
C 1.83527 0.24611 1.49909
N 1.33945 1.12183 -0.75691
H -2.89005 -1.28594 0.37281
H -3.10255 -1.31303 -1.39901
H -1.86874 -2.21473 -0.65224
H -1.83265 0.86942 -0.38548
H -0.96854 -0.02889 -1.69808
H -0.54970 -0.91622 1.14232
H 2.73954 -0.35963 1.33021
H 2.27476 1.21022 1.77392
H 1.38379 -0.16177 2.39880
H 2.31074 1.21910 -0.97970
H 0.72080 0.96680 -1.53078
*
```

[4]
Here is a cluster of 2 separate species, C21H24FNO4 in total from OMol25. Energies are from wB97M-V/def2-TZVPD.

The energy above the lowest of the compared OMol25 structures with the same formula, charge and spin is 0.0 kcal per mole. The calculation puts the LUMO energy at 0.5037 eV. The value obtained for the total energy is -1270.2225 Eh. The SMILES is CC1(C)OC(=O)C(F)(Cc2ccccc2)C(=O)O1.Cc1cc(C)nc(C)c1. The value obtained for the orbital gap is 9.5 eV. For the largest force on an atom, the calculation gives 1.85 eV Å⁻¹.

Geometry as ORCA input:
```
! wB97M-V def2-TZVPD RIJCOSX def2/J DEFGRID3
* xyz 0 1
C -9.07495 -2.21439 0.61410
C -7.64692 -2.53300 0.23528
C -7.60797 -3.37907 -1.03121
O -6.87770 -1.33300 -0.04219
C -6.19006 -0.68446 0.91883
O -5.62396 0.36971 0.70640
C -6.31847 -1.29057 2.30513
F -7.63521 -1.04874 2.68636
C -5.39372 -0.64705 3.35089
C -6.21815 0.22486 4.26025
C -6.80827 -0.33776 5.39900
C -7.80255 0.37280 6.07307
C -8.16963 1.64577 5.62147
C -7.49183 2.24716 4.55541
C -6.51235 1.52987 3.86383
C -6.22563 -2.80585 2.22624
O -5.63160 -3.48771 3.03705
O -6.98566 -3.34499 1.25152
H -9.12455 -1.61510 1.51799
H -9.56133 -1.67830 -0.20732
H -9.62371 -3.14973 0.76804
H -6.57015 -3.60991 -1.27398
H -8.16771 -4.30014 -0.84966
H -8.07485 -2.82264 -1.84446
H -4.93606 -1.47844 3.89503
H -4.64745 -0.06404 2.80238
H -6.51640 -1.34946 5.69181
H -8.28429 -0.08242 6.93910
H -8.97917 2.17979 6.11736
H -7.72379 3.26208 4.23514
H -6.00896 1.92777 2.97763
C -15.41185 0.15515 5.26208
C -13.99727 -0.04459 4.78203
C -13.41280 0.81333 3.83267
C -12.09266 0.56423 3.41174
C -11.31826 1.41055 2.43732
N -11.43079 -0.47797 3.87796
C -11.91286 -1.28140 4.80623
C -10.95916 -2.34678 5.27289
C -13.22496 -1.10666 5.28778
H -15.87043 1.01874 4.76589
H -16.03138 -0.72967 5.05443
H -15.44320 0.32514 6.34826
H -13.93980 1.67057 3.41228
H -11.89817 2.27004 2.09964
H -10.38086 1.76628 2.89362
H -11.01750 0.81903 1.55808
H -11.40172 -2.96956 6.05084
H -10.65314 -2.98956 4.43263
H -10.03187 -1.89428 5.65802
H -13.59484 -1.80167 6.04127
*
```

HOMO for every record listed, in sequence, given in eV: -7.2 -8.5 -7.8 -9.0.